Below is a molecular structure, C43H35Cl5GaN3O3S in a non-equilibrium geometry, with properties calculated with ωB97M-V/def2-TZVPD.

## Properties
**Orbital gap**: 0.296 Eh
**Maximum force**: 1.30 eV Å⁻¹
**Total energy**: -6673.63811 Ha

The geometry in XYZ format:
```
91
C43H35Cl5GaN3O3S ωB97M-V/def2-TZVPD
Ga -0.73 -0.73 -0.67
C -1.39 -4.92 -1.13
C -0.14 -4.65 -0.34
C 0.90 -5.56 -0.45
C 1.97 -5.53 0.42
C 1.93 -4.67 1.49
C 0.90 -3.74 1.63
C 0.77 -3.05 2.96
C -0.06 -3.62 0.62
N -0.96 -2.52 0.55
C -2.07 -2.57 1.29
O -2.39 -3.41 2.12
C -3.02 -1.43 0.97
C -4.33 -1.35 1.41
C -5.12 -0.31 0.95
C -4.57 0.64 0.10
C -3.24 0.51 -0.27
N -2.52 -0.50 0.17
C -2.51 1.49 -1.16
O -3.03 2.56 -1.43
N -1.33 1.01 -1.58
C -0.57 1.89 -2.41
C 0.03 3.02 -1.84
C -0.21 3.36 -0.41
C 0.78 3.87 -2.65
C 0.90 3.64 -4.00
C 0.25 2.56 -4.57
C -0.50 1.68 -3.79
C -1.25 0.58 -4.47
H -1.24 -4.82 -2.20
H -2.21 -4.29 -0.80
H -1.69 -5.96 -0.94
H 0.84 -6.33 -1.21
H 2.79 -6.23 0.30
H 2.68 -4.72 2.26
H 1.69 -2.54 3.25
H 0.57 -3.82 3.70
H -0.06 -2.36 2.97
H -4.71 -2.10 2.09
H -6.15 -0.23 1.25
H -5.14 1.47 -0.29
H -0.11 2.47 0.22
H -1.23 3.72 -0.30
H 0.47 4.13 -0.06
H 1.24 4.74 -2.21
H 1.48 4.31 -4.62
H 0.30 2.40 -5.64
H -0.67 -0.34 -4.49
H -1.47 0.85 -5.50
H -2.19 0.38 -3.96
O 0.47 0.24 0.64
S 1.21 -0.33 1.83
C 0.72 0.74 3.29
C -0.35 1.73 2.95
C -1.66 1.31 2.77
C -2.66 2.21 2.47
C -2.36 3.56 2.36
C -1.06 4.00 2.57
C -0.06 3.09 2.86
C 2.98 0.21 1.68
C 3.25 1.65 1.92
C 2.86 2.61 0.99
C 3.10 3.95 1.22
C 3.74 4.35 2.38
C 4.13 3.40 3.32
C 3.88 2.06 3.09
H 1.61 1.24 3.65
H 0.36 0.02 4.02
H -1.90 0.25 2.87
H -3.67 1.87 2.33
H -3.13 4.27 2.11
H -0.82 5.05 2.50
H 0.95 3.44 3.01
H 3.27 -0.10 0.67
H 3.49 -0.42 2.41
H 2.36 2.30 0.08
H 2.77 4.69 0.50
H 3.92 5.40 2.57
H 4.64 3.71 4.22
H 4.18 1.32 3.81
Cl 2.73 -0.48 -1.69
C 1.69 -1.54 -2.53
C 0.36 -1.56 -2.16
C -0.50 -2.31 -2.95
Cl -2.14 -2.15 -2.53
C -0.07 -3.07 -4.02
Cl -1.17 -3.97 -4.97
C 1.30 -3.08 -4.33
Cl 1.87 -4.05 -5.61
C 2.18 -2.29 -3.60
Cl 3.84 -2.27 -4.01
```

***

Below is a molecular structure, C43H35F3N7O4S6W, with properties calculated with ωB97M-V/def2-TZVPD.

## Properties
**Charge**: -1
**Orbital gap (spin up / spin down)**: 0.196 / 0.196 Eh
**Maximum force**: 0.72 eV Å⁻¹
**Energy relative to the best compared isomer or geometry (same formula, charge and spin)**: 0.0 kJ/mol
**Total energy**: -5099.83183 Ha

The geometry in XYZ format:
```
99
C43H35F3N7O4S6W ωB97M-V/def2-TZVPD
W -0.08 -1.10 0.74
N 2.49 -1.76 4.19
C 1.80 -0.69 4.70
C 1.82 -0.11 5.96
C 0.99 0.98 6.15
C 0.18 1.46 5.12
C 0.17 0.87 3.87
C 1.00 -0.24 3.66
N 1.21 -1.04 2.52
C 2.12 -1.93 2.88
C 2.76 -3.01 2.13
C 3.54 -3.98 2.70
S 4.12 -5.05 1.51
C 3.28 -4.14 0.32
N 2.62 -3.13 0.77
H 3.13 -2.36 4.69
H 2.45 -0.49 6.75
H 0.97 1.46 7.12
H -0.48 2.30 5.30
H -0.50 1.22 3.10
H 3.79 -4.13 3.74
H 3.32 -4.40 -0.73
O -0.15 1.08 0.84
S -0.23 2.59 0.79
C -1.79 2.92 -0.03
C -1.96 4.07 -0.79
C -3.19 4.29 -1.39
C -4.22 3.38 -1.22
C -4.04 2.26 -0.42
C -2.82 2.02 0.19
C 0.96 3.13 -0.41
C 1.60 4.34 -0.17
C 2.60 4.75 -1.04
C 2.95 3.94 -2.11
C 2.31 2.73 -2.33
C 1.29 2.31 -1.48
H -1.14 4.76 -0.95
H -3.33 5.16 -2.02
H -5.17 3.54 -1.72
H -4.84 1.54 -0.28
H -2.66 1.14 0.79
H 1.34 4.93 0.70
H 3.11 5.69 -0.87
H 3.75 4.25 -2.78
H 2.59 2.09 -3.16
H 0.78 1.38 -1.65
N -0.19 -2.85 0.85
C -0.21 -4.19 1.15
C -0.08 -4.61 2.48
C -0.05 -5.96 2.79
C -0.16 -6.92 1.78
C -0.30 -6.50 0.46
C -0.33 -5.15 0.15
H -0.03 -3.86 3.26
H 0.05 -6.27 3.82
H -0.14 -7.97 2.02
H -0.40 -7.24 -0.33
H -0.45 -4.82 -0.88
C 0.72 -2.20 -2.52
C 1.76 -1.39 -1.81
C 3.04 -1.18 -2.26
C 3.70 -0.40 -1.28
C 2.79 -0.18 -0.27
C 3.09 0.62 0.96
N 1.58 -0.78 -0.59
H 1.21 -2.81 -3.28
H -0.02 -1.57 -3.02
H 0.18 -2.85 -1.85
H 3.45 -1.56 -3.19
H 4.71 -0.02 -1.31
H 3.67 1.51 0.69
H 3.69 0.05 1.68
H 2.20 0.96 1.48
S -5.21 1.22 -5.05
C -3.92 0.81 -4.07
S -4.06 -0.43 -2.87
C -2.44 -0.09 -2.28
N -1.85 0.86 -2.94
N -2.68 1.33 -3.97
C -2.15 2.37 -4.79
C -1.26 3.28 -4.23
C -0.73 4.29 -5.01
C -1.08 4.41 -6.34
C -1.94 3.49 -6.90
C -2.48 2.46 -6.14
S -1.99 -1.10 -0.98
H -0.99 3.17 -3.19
H -0.04 4.99 -4.55
H -0.67 5.21 -6.95
H -2.21 3.55 -7.95
H -3.15 1.74 -6.58
F -1.68 -1.69 4.90
C -2.80 -2.04 4.23
F -2.70 -3.34 3.94
F -3.83 -1.88 5.06
S -3.02 -1.02 2.69
O -3.65 0.19 3.17
O -3.76 -1.86 1.81
O -1.61 -0.78 2.32
```

***

Below is 3 unconnected molecules or ions with the total composition C43H36F19NO7S in a non-equilibrium geometry, with properties calculated with ωB97M-V/def2-TZVPD.

## Properties
**Orbital gap**: 0.230 Eh
**Maximum force**: 9.94 eV Å⁻¹
**SMILES**: C#CCCCc1cc(OCC)cc2c1Nc1c(CCC(F)(F)C(F)(F)C(F)(F)C(F)(F)C(F)(F)C(F)(F)C(F)(F)C(F)(F)F)ccc(Cc3ccc(C)cc3)c1S2.O=C1OC[C@@H](F)O1.O=C1OC[C@@H](F)O1
**Total energy**: -4535.68923 Ha

The geometry in XYZ format:
```
107
C43H36F19NO7S ωB97M-V/def2-TZVPD
C -2.00 0.84 1.05
C -3.14 1.17 0.28
C -4.55 1.20 -0.59
C -4.25 0.38 -2.01
C -4.78 -1.18 -1.94
C -3.99 -2.11 -0.83
C -4.52 -1.94 0.75
C -3.87 -2.81 1.99
O -4.33 -2.66 3.41
C -3.17 -1.94 4.03
C -3.65 -0.75 5.07
C -2.64 -3.86 1.60
C -2.12 -4.05 0.06
C -2.77 -3.18 -1.21
N -2.30 -3.38 -2.63
C -0.79 -3.31 -2.77
C 0.02 -2.37 -3.89
C -0.84 -1.38 -4.92
C -0.17 0.11 -5.10
C -0.36 1.11 -3.80
F -1.70 1.78 -4.01
F -0.45 0.43 -2.50
C 0.74 2.37 -3.82
F 1.12 2.47 -5.29
F 0.12 3.69 -3.53
C 2.14 2.05 -3.05
F 2.49 0.63 -3.45
F 3.20 2.87 -3.74
C 2.18 2.09 -1.45
F 1.99 0.70 -0.89
F 3.60 2.44 -1.05
C 1.21 3.07 -0.62
F 1.46 2.73 0.84
F -0.27 2.79 -0.78
C 1.45 4.68 -0.79
F 0.09 5.28 -1.06
F 2.25 5.04 -2.03
C 2.24 5.42 0.44
F 2.64 6.77 -0.12
F 3.56 4.78 0.79
C 1.34 5.76 1.76
F 1.14 7.24 1.93
F 0.04 5.08 1.86
F 2.19 5.35 2.95
C 1.69 -2.39 -4.00
C 2.64 -3.30 -2.99
C 1.85 -4.19 -1.86
C 2.83 -5.05 -0.81
C 3.16 -3.98 0.42
C 4.68 -3.71 1.02
C 4.99 -2.59 2.22
C 3.79 -1.65 2.91
C 4.04 -0.51 4.06
C 2.26 -1.94 2.33
C 1.95 -3.06 1.12
C 0.21 -4.21 -1.77
S -0.72 -5.24 -0.47
H -1.06 0.46 1.67
H -4.86 2.33 -0.81
H -5.46 0.72 -0.01
H -3.11 0.47 -2.32
H -4.88 0.91 -2.87
H -5.93 -1.19 -1.62
H -4.72 -1.72 -2.97
H -5.41 -1.20 1.02
H -2.61 -1.38 3.14
H -2.41 -2.68 4.55
H -3.28 -1.02 6.17
H -3.19 0.31 4.82
H -4.83 -0.67 5.04
H -2.11 -4.50 2.44
H -2.80 -2.79 -3.32
H -1.96 -1.22 -4.59
H -0.86 -1.86 -6.01
H -0.63 0.66 -6.05
H 0.97 -0.08 -5.39
H 2.27 -1.75 -4.81
H 3.81 -3.29 -3.10
H 2.27 -5.96 -0.32
H 3.87 -5.31 -1.28
H 5.61 -4.29 0.60
H 6.08 -2.37 2.63
H 4.51 0.49 3.66
H 3.00 -0.20 4.54
H 4.71 -0.85 4.96
H 1.41 -1.28 2.83
H 0.81 -3.12 0.80
C -5.15 3.75 4.52
C -6.62 3.90 4.40
O -7.09 2.57 4.39
C -6.18 1.88 5.13
O -6.38 0.76 5.59
O -5.02 2.58 5.31
F -6.95 4.47 3.21
H -4.65 3.60 3.56
H -4.68 4.61 5.02
H -7.09 4.46 5.22
C 7.37 -0.03 -1.88
C 5.89 -0.13 -1.74
O 5.71 -1.13 -0.76
C 6.82 -1.06 0.02
O 6.91 -1.57 1.13
O 7.82 -0.34 -0.57
F 5.32 -0.55 -2.89
H 7.77 -0.77 -2.58
H 7.70 0.96 -2.18
H 5.41 0.80 -1.41
```